(1)
A structure of composition C6H8O2, computed with the ωB97M-V functional and the def2-TZVPD basis.

The calculation puts the molar mass at 112.1 Da. The calculation puts the largest force on an atom at 6.99 eV/Å. The value obtained for the HOMO-LUMO gap is 10.343 eV. Its charge is 0. The value obtained for the energy above the lowest of the compared OMol25 structures with the same formula, charge and spin is 133.8 kcal per mole. The total energy is -383.6969 Eh. The HOMO energy is -9.9 eV.

Atoms and positions in Å:
H (1.54468, 2.28512, 0.11741)
O (-3.40469, -0.13026, 0.21550)
H (-0.76816, -0.49554, -1.43981)
O (-1.89019, 1.58312, 0.04526)
H (-0.70763, 1.39705, 0.25090)
C (-2.29346, 0.22120, -0.11057)
C (1.98781, 1.42849, -0.06735)
C (-1.15063, -0.65988, -0.38987)
C (1.22827, -1.32444, 0.05964)
H (1.50583, -2.11125, 0.84495)
H (0.03317, -0.26851, 1.74291)
H (-1.76745, -1.79336, -0.54721)
H (1.43097, -1.52293, -1.04188)
H (3.10593, 1.63304, -0.32918)
C (-0.05285, -0.47963, 0.56318)
C (1.19840, 0.23778, 0.08614)

(2)
An isolated molecule of C6H8O2, computed with the ωB97M-V functional and the def2-TZVPD basis.

The calculation puts the molar mass at 112.1 Da. The calculation puts the largest force on an atom at 6.40 eV/Å. The value obtained for the HOMO-LUMO gap is 10.669 eV. Its charge is 0. The value obtained for the energy above the lowest of the compared OMol25 structures with the same formula, charge and spin is 101.6 kcal per mole. As for the SMILES: C=C1C[C@H]1CC(=O)O. The total energy is -383.7482 Eh. The HOMO energy is -10.0 eV.

Atoms and positions in Å:
H (2.10630, 3.03188, 0.63849)
H (2.00618, 2.34218, -1.05722)
C (1.07127, 1.11115, 0.31725)
C (-1.39846, -1.98088, -0.76108)
H (0.94322, -1.00676, 0.18031)
O (-1.74625, -2.71375, -1.63645)
C (0.34502, 0.41967, 1.35292)
H (-1.79207, 0.04289, -1.08182)
H (-0.71150, 1.01143, 1.54174)
C (-0.88968, -0.58807, -1.02422)
H (-1.05073, -1.21310, 0.94202)
H (-0.37334, -0.61424, -1.94447)
C (1.65066, 2.25988, -0.08650)
O (-1.56204, -2.14545, 0.59959)
C (0.50828, -0.06700, -0.19045)
H (0.89316, 0.11015, 2.20988)

(3)
An isolated molecule of C6H8O3, computed with the ωB97M-V functional and the def2-TZVPD basis.

The calculation puts the molar mass at 128.1 Da. The calculation puts the largest force on an atom at 0.69 eV/Å. The value obtained for the HOMO-LUMO gap is 10.180 eV. Its charge is 0. The value obtained for the energy above the lowest of the compared OMol25 structures with the same formula, charge and spin is 2.0 kcal per mole. As for the SMILES: CC(=O)/C=C(/C)C(=O)O. The total energy is -459.1470 Eh. The HOMO energy is -9.6 eV.

Atoms and positions in Å:
H (-2.27069, -0.24448, 1.88132)
H (0.20217, -1.47752, 1.38172)
H (0.50037, -1.85991, -2.08897)
C (-1.82599, 0.73079, 1.69888)
C (0.55884, -0.50351, -0.44536)
H (1.12153, -2.56000, -0.58202)
C (1.10498, -1.66948, -1.20378)
O (-0.22277, 1.71985, -0.79647)
H (2.11587, -1.44634, -1.53972)
C (0.45774, 0.79234, -1.16032)
H (-2.10700, 1.43159, 2.48019)
H (1.09883, 1.70616, -2.69946)
C (-0.32628, 0.62591, 1.61363)
O (0.43601, 1.36747, 2.17514)
O (1.18940, 0.83637, -2.27990)
C (0.15329, -0.55157, 0.82341)
H (-2.18628, 1.10235, 0.74171)

(4)
An isolated molecule of C6H8O3, computed with the ωB97M-V functional and the def2-TZVPD basis.

The calculation puts the molar mass at 128.1 Da. The calculation puts the largest force on an atom at 6.42 eV/Å. The value obtained for the HOMO-LUMO gap is 9.380 eV. Its charge is 0. The value obtained for the energy above the lowest of the compared OMol25 structures with the same formula, charge and spin is 103.5 kcal per mole. As for the SMILES: CCOC=C(C=O)C=O. The total energy is -458.9853 Eh. The HOMO energy is -9.6 eV.

Atoms and positions in Å:
H (1.86606, 1.71956, -1.85893)
C (-1.65696, -0.79304, 1.96871)
C (-2.15914, -2.29844, 1.76953)
O (1.62998, 2.64196, 0.09628)
C (1.50545, 1.74123, -0.74670)
O (1.14598, -0.25393, -2.87862)
H (-0.93789, -0.63269, 2.74815)
C (0.74332, -0.62544, -1.70379)
C (-0.10049, 0.37784, 0.55973)
H (0.68138, -1.82129, -1.27081)
H (-1.20844, -2.91427, 2.28479)
O (-1.08228, -0.54876, 0.75670)
H (-3.12000, -2.41104, 2.39963)
H (-2.41150, -0.08227, 2.03066)
H (-2.58581, -2.81215, 0.65137)
H (0.11574, 1.07444, 1.38667)
C (0.67634, 0.45878, -0.54188)

(5)
An isolated molecule of C6H8O3, computed with the ωB97M-V functional and the def2-TZVPD basis.

The calculation puts the molar mass at 128.1 Da. The calculation puts the largest force on an atom at 3.01 eV/Å. The value obtained for the HOMO-LUMO gap is 7.857 eV. Its charge is 0. The value obtained for the energy above the lowest of the compared OMol25 structures with the same formula, charge and spin is 125.2 kcal per mole. The total energy is -458.9506 Eh. The HOMO energy is -8.2 eV.

Atoms and positions in Å:
H (1.31632, -0.69548, -2.09852)
H (-2.82447, -0.00699, 0.20757)
H (-1.79694, 0.17114, 1.64409)
C (1.86164, -0.17454, -0.31815)
C (0.88281, 0.52763, 0.57969)
H (-1.87908, 0.85664, -1.75469)
O (1.14982, 1.42331, 1.53372)
H (-0.06859, 0.93227, -2.03244)
C (-0.72046, 0.02423, -0.21564)
H (0.61958, 1.23142, 2.32379)
O (2.00139, -0.14790, -1.69474)
C (-0.88458, 0.60064, -1.41229)
C (-1.88672, -0.31292, 0.66946)
O (0.57977, -1.96242, 1.09124)
H (2.83824, -0.16008, 0.16834)
C (0.73364, -0.92133, 0.45046)
H (-1.92237, -1.38563, 0.85812)

(6)
An isolated molecule of C6H8O3S, computed with the ωB97M-V functional and the def2-TZVPD basis.

The calculation puts the molar mass at 160.2 Da. The calculation puts the largest force on an atom at 4.50 eV/Å. The value obtained for the HOMO-LUMO gap is 8.662 eV. Its charge is 0. The value obtained for the energy above the lowest of the compared OMol25 structures with the same formula, charge and spin is 53.3 kcal per mole. As for the SMILES: CC(=O)OCCSC=C=O. The total energy is -857.2361 Eh. The HOMO energy is -8.0 eV.

Atoms and positions in Å:
O (-0.43871, -0.80629, 1.21437)
C (-0.24096, -0.94310, 0.04333)
C (1.78242, 0.64779, 0.59275)
H (-0.87752, 3.11885, 0.49972)
O (3.58980, -0.84324, -0.02166)
H (-1.76507, 1.56997, -1.26966)
H (1.01399, -0.02499, 1.21384)
C (2.70901, -0.14203, 0.30148)
O (-0.70936, 0.00697, -0.89619)
C (-0.51351, 2.05772, 0.42094)
H (1.08532, -1.88009, -1.41019)
C (0.42262, -2.06953, -0.66384)
H (-0.38890, -2.54214, -1.21448)
S (1.15906, 2.04213, -0.31222)
H (0.90887, -2.76488, -0.02915)
H (-2.44829, 0.56387, 0.10456)
C (-1.47125, 1.03934, -0.31682)
H (-0.35193, 1.66719, 1.49792)

(7)
The ion C6H8O5P with charge -1, computed with the ωB97M-V functional and the def2-TZVPD basis.

The calculation puts the molar mass at 191.1 Da. The calculation puts the largest force on an atom at 4.10 eV/Å. The value obtained for the HOMO-LUMO gap is 3.863 eV. Its charge is -1. The value obtained for the energy above the lowest of the compared OMol25 structures with the same formula, charge and spin is 83.4 kcal per mole. As for the SMILES: C[C@H]1[C@](C)(O)[C@]1([O-])C(=O)OP=O. The total energy is -950.9334 Eh. The HOMO energy is -2.4 eV.

Atoms and positions in Å:
H (1.74824, -1.08109, 0.37154)
C (0.87471, -1.21210, 0.99283)
H (0.10345, 2.18273, 0.46698)
H (-1.34958, 0.36428, -1.59547)
C (-3.05211, -0.56984, 0.25310)
C (-1.53405, -0.02302, 0.70922)
H (0.76801, -0.37102, 1.67109)
P (-5.98625, -0.10596, 0.07116)
H (-0.03980, 2.24647, -1.44554)
O (-3.09392, -1.56557, -0.47916)
H (1.19764, 1.31542, -0.68129)
H (-1.57614, -2.01761, -0.64548)
C (0.17717, 1.51348, -0.49467)
C (-0.31938, -0.97226, 0.09104)
C (-0.73356, 0.28911, -0.63500)
O (-4.15720, 0.05705, 0.51536)
O (-0.69323, -2.23151, -0.46365)
H (0.83334, -2.28098, 1.53013)
O (-6.28731, 1.16089, -0.56630)
O (-1.47368, 0.57379, 1.80171)

(8)
A cluster of 3 separate species, C6H8O5P in total, computed with the ωB97M-V functional and the def2-TZVPD basis.

The calculation puts the molar mass at 191.1 Da. The calculation puts the largest force on an atom at 4.17 eV/Å. The value obtained for the HOMO-LUMO gap (spin up / spin down) is 6.497 / 6.705 eV. Its charge is -1. The value obtained for the energy above the lowest of the compared OMol25 structures with the same formula, charge and spin is 101.3 kcal per mole. The total energy is -950.9048 Eh. The HOMO energy (spin up / spin down) is -3.7 / -3.3 eV.

Atoms and positions in Å:
O (2.31973, -0.57383, -1.23286)
C (-1.57225, 1.78610, 0.43824)
O (4.47051, -2.01011, 0.02356)
C (1.49401, 0.09886, -1.76358)
C (-0.51874, -0.06307, -0.95358)
C (-0.33018, 0.98981, 0.09911)
H (-1.46783, 2.89217, 0.22766)
H (-1.96587, -0.17893, 1.80347)
C (-0.38904, -0.48558, 0.47264)
H (-1.63129, 1.85879, 1.49433)
H (-2.51797, 1.28720, -0.01208)
O (-1.25505, -0.42161, -1.86857)
H (0.50239, 1.53304, 0.26469)
P (4.63019, -1.27907, -1.23408)
O (0.76074, -1.14996, 0.99285)
H (1.43759, -1.09337, 0.39831)
H (-2.31405, -1.22393, 0.39592)
O (1.43143, 0.96821, -2.58878)
C (-1.62912, -1.00405, 1.25942)
H (-1.45518, -1.93066, 1.78335)

(9)
An isolated molecule of C6H8O7S, computed with the ωB97M-V functional and the def2-TZVPD basis.

The calculation puts the molar mass at 224.2 Da. The calculation puts the largest force on an atom at 5.99 eV/Å. The value obtained for the HOMO-LUMO gap is 9.191 eV. Its charge is 0. The value obtained for the energy above the lowest of the compared OMol25 structures with the same formula, charge and spin is 38.1 kcal per mole. The total energy is -1158.1511 Eh. The HOMO energy is -8.9 eV.

Atoms and positions in Å:
C (1.79128, 0.61993, 0.19422)
C (1.64911, -1.94927, 0.18588)
O (1.80142, -3.03581, -0.16648)
O (-2.25545, -0.05200, 1.61470)
C (-0.63136, -0.03579, -0.22356)
H (2.54932, 2.21654, -0.64555)
C (-1.82514, -0.71969, 0.43259)
O (1.61506, 1.93287, -0.43286)
H (3.80664, -1.00379, -1.97417)
O (3.07488, -0.32574, -1.65376)
H (0.66777, -0.43100, -1.51109)
H (-2.47202, -0.46219, -0.42740)
O (4.52869, 1.27936, 0.54558)
O (0.87202, -1.40852, 1.05165)
H (0.16109, 0.40050, 1.74153)
C (2.61986, -0.47647, -0.39981)
S (3.50819, 0.37077, 1.11020)
H (-3.15592, 0.14966, 1.68096)
H (-1.50710, -1.79388, 0.51321)
H (-0.72911, 1.03274, -0.65186)
O (-0.22112, -0.83803, -1.31201)
C (0.53704, 0.07645, 0.83373)

(10)
A structure of composition C6H8OS, computed with the ωB97M-V functional and the def2-TZVPD basis.

The calculation puts the molar mass at 128.2 Da. The calculation puts the largest force on an atom at 3.73 eV/Å. The value obtained for the HOMO-LUMO gap is 9.428 eV. Its charge is 0. The value obtained for the energy above the lowest of the compared OMol25 structures with the same formula, charge and spin is 33.8 kcal per mole. The total energy is -706.7923 Eh. The HOMO energy is -8.6 eV.

Atoms and positions in Å:
C (0.58350, 1.41518, 0.30229)
C (0.02423, 1.06651, -1.01389)
H (-1.13321, -0.57085, -2.00937)
C (0.29141, 0.60759, 1.35707)
H (-0.66392, -2.26265, -0.15269)
H (1.72565, -0.84087, -0.02788)
S (-2.08741, -0.15177, 0.17570)
C (-0.65177, -0.52978, 1.16312)
H (-0.69446, -1.13928, 2.03139)
H (0.81163, 0.84146, -1.73327)
H (-0.56045, 1.92455, -1.45166)
H (1.31175, 2.13488, 0.31858)
O (1.23558, -1.66047, -0.22507)
H (0.75672, 0.75317, 2.35196)
C (-0.11957, -1.35833, -0.08728)
C (-0.82968, -0.22934, -0.99901)